{
  "formula": "C36H72F6O42P6",
  "method": "wB97M-V/def2-TZVPD",
  "largest_force_ev_per_a": 5.730,
  "mol_weight_da": 1476.8,
  "smiles": "O=C1OC[C@@H](F)O1.O=C1OC[C@@H](F)O1.O=C1OC[C@@H](F)O1.O=C1OC[C@@H](F)O1.O=C1OC[C@@H](F)O1.O=C1OC[C@@H](F)O1.COP(=O)(OC)OC.COP(=O)(OC)OC.COP(=O)(OC)OC.COP(=O)(OC)OC.COP(=O)(OC)OC.COP(=O)(OC)OC",
  "multiplicity": 1,
  "homo_ev": -9.978,
  "de_lowest_kcal_mol": 194.8,
  "e_lumo_ev": -0.05,
  "gap_ev": 9.92,
  "total_charge": 0,
  "elements": ["C", "C", "O", "C", "O", "O", "F", "H", "H", "H", "C", "C", "O", "C", "O", "O", "F", "H", "H", "H", "C", "C", "O", "C", "O", "O", "F", "H", "H", "H", "C", "C", "O", "C", "O", "O", "F", "H", "H", "H", "C", "C", "O", "C", "O", "O", "F", "H", "H", "H", "C", "C", "O", "C", "O", "O", "F", "H", "H", "H", "C", "O", "P", "O", "O", "C", "O", "C", "H", "H", "H", "H", "H", "H", "H", "H", "H", "C", "O", "P", "O", "O", "C", "O", "C", "H", "H", "H", "H", "H", "H", "H", "H", "H", "C", "O", "P", "O", "O", "C", "O", "C", "H", "H", "H", "H", "H", "H", "H", "H", "H", "C", "O", "P", "O", "O", "C", "O", "C", "H", "H", "H", "H", "H", "H", "H", "H", "H", "C", "O", "P", "O", "O", "C", "O", "C", "H", "H", "H", "H", "H", "H", "H", "H", "H", "C", "O", "P", "O", "O", "C", "O", "C", "H", "H", "H", "H", "H", "H", "H", "H", "H"],
  "positions_angstrom": [[0.208885, 1.415086, 0.586912], [1.108395, 2.604386, 0.265482], [2.341275, 1.893606, -0.104758], [2.092575, 0.697346, -0.520648], [2.944845, -0.047704, -1.048838], [0.740575, 0.413996, -0.353628], [1.365575, 3.198786, 1.392752], [-0.819595, 1.672886, 0.334172], [0.320865, 0.893696, 1.537552], [0.728175, 3.226516, -0.544748], [4.608255, -1.212734, 2.482522], [5.968775, -0.567864, 2.336102], [6.621435, -1.569634, 1.489922], [5.952505, -2.699204, 1.436012], [6.568255, -3.686484, 1.088002], [4.821065, -2.620914, 2.114732], [6.527865, -0.420754, 3.493352], [4.144435, -0.665514, 1.661842], [4.156655, -1.000324, 3.451562], [5.950355, 0.415616, 1.866492], [5.286535, 0.380636, -3.141478], [5.769495, -0.997354, -2.679248], [6.800735, -0.685264, -1.716628], [6.732885, 0.633236, -1.415928], [7.419805, 1.228906, -0.586128], [5.815095, 1.197136, -2.132478], [6.154595, -1.730224, -3.721278], [4.264575, 0.529086, -3.490288], [5.955375, 0.465746, -3.997928], [4.799035, -1.312234, -2.295638], [0.133605, 7.371326, 0.499702], [0.997385, 8.151866, -0.473588], [1.010065, 7.476066, -1.712028], [0.460725, 6.291426, -1.555338], [0.529475, 5.347106, -2.301598], [0.074365, 6.134776, -0.236528], [2.228895, 8.301416, 0.031662], [-0.775125, 7.972936, 0.519142], [0.612425, 7.242746, 1.470422], [0.686655, 9.128106, -0.845738], [2.939625, -5.859914, -1.484428], [4.135245, -4.995584, -1.044168], [3.582735, -4.242614, 0.010012], [2.224875, -4.161414, -0.209888], [1.519325, -3.216714, 0.245372], [1.811965, -5.088634, -1.188378], [4.554475, -4.238044, -2.027928], [2.781375, -6.641804, -0.741658], [3.070185, -6.346144, -2.451198], [4.926765, -5.673764, -0.725318], [-1.291565, -5.747064, -0.412928], [-1.771605, -4.302204, -0.301738], [-2.667975, -4.399014, 0.704032], [-3.117085, -5.700724, 0.842012], [-4.000275, -5.998214, 1.581382], [-2.434115, -6.498234, 0.023972], [-2.370095, -3.967144, -1.378968], [-0.480425, -6.134084, 0.203822], [-1.042725, -6.066804, -1.424838], [-0.923495, -3.637864, -0.136028], [-4.170535, 3.414706, 1.181472], [-4.970995, 3.706616, -0.047478], [-5.557565, 2.393226, -0.784558], [-4.756315, 1.107646, -0.986008], [-6.899255, 2.162116, 0.189442], [-7.786835, 1.086286, 0.106632], [-6.034665, 3.056736, -2.182638], [-7.093815, 3.967006, -2.089678], [-4.305835, 4.329616, 1.758312], [-3.135155, 3.114516, 1.020322], [-4.547205, 2.690146, 1.903442], [-7.994265, 0.578316, 1.048462], [-7.500965, 0.285796, -0.575708], [-8.765945, 1.409786, -0.246628], [-6.701465, 4.866206, -2.564648], [-7.557395, 4.069486, -1.108498], [-7.935435, 3.542456, -2.636978], [-1.540045, -2.843674, 4.073682], [-0.800495, -1.634484, 4.433872], [0.803035, -1.503394, 4.697322], [1.638585, -0.664034, 3.751432], [0.800765, -0.895184, 6.263792], [0.349435, -1.539054, 7.395522], [1.372785, -3.067584, 4.839882], [1.860695, -3.771694, 3.728342], [-0.921755, -3.377094, 3.351692], [-2.487315, -2.587954, 3.598922], [-1.693415, -3.430554, 4.979302], [-0.404275, -0.879074, 7.824992], [1.110795, -1.549134, 8.175482], [-0.045165, -2.513094, 7.106322], [2.629175, -4.443464, 4.110792], [2.409475, -3.081144, 3.087982], [1.047695, -4.335224, 3.270552], [2.724055, 2.419856, -4.844548], [1.654885, 1.574366, -5.317058], [0.399435, 2.080236, -6.323708], [-0.055165, 1.043926, -7.330828], [-0.793985, 2.396696, -5.274498], [-0.752745, 3.460446, -4.369288], [0.862965, 3.573176, -6.797258], [0.399935, 4.172516, -8.027578], [3.636825, 2.048376, -5.310338], [2.838305, 2.189016, -3.785408], [2.760845, 3.493466, -5.029188], [0.322535, 3.482016, -4.192058], [-1.241355, 3.055906, -3.482888], [-1.128285, 4.456486, -4.603758], [-0.066725, 5.132036, -7.804738], [-0.254635, 3.523666, -8.609498], [1.407365, 4.204646, -8.442478], [6.593265, 4.504166, 6.025652], [5.475395, 3.721136, 5.827782], [4.209325, 4.433346, 5.012252], [4.138355, 5.907506, 4.944062], [4.254185, 3.644476, 3.560142], [5.283865, 3.622866, 2.601282], [2.834915, 3.785156, 5.540332], [1.654905, 3.741656, 4.816932], [6.566125, 5.587506, 5.908412], [7.447325, 3.978606, 5.598492], [6.648195, 4.431746, 7.111862], [5.289495, 2.581896, 2.278092], [6.204415, 4.081326, 2.962542], [5.112555, 4.316826, 1.778382], [0.906775, 4.008126, 5.563522], [1.464595, 2.728466, 4.462922], [1.553775, 4.424576, 3.973432], [-1.901165, -0.946324, -1.992498], [-1.651205, -0.363724, -3.271758], [-0.898595, -1.385674, -4.340978], [-0.765795, -1.063564, -5.771278], [0.591525, -1.532944, -3.555988], [1.919145, -1.740864, -4.039478], [-1.649325, -2.745874, -3.966338], [-2.438665, -3.409084, -4.916088], [-2.860515, -1.458974, -2.062828], [-1.914635, -0.159104, -1.238698], [-1.107935, -1.636924, -1.706208], [2.468665, -2.372924, -3.341888], [2.429255, -0.785124, -4.159658], [1.923505, -2.223784, -5.016658], [-2.477965, -2.889394, -5.873418], [-3.458675, -3.486244, -4.539628], [-2.223685, -4.461014, -5.104008], [-5.320225, -1.916144, 0.747042], [-5.591115, -3.352294, 0.709832], [-6.367345, -4.055444, 1.969382], [-5.650795, -4.066064, 3.287932], [-6.803415, -5.591444, 1.483402], [-7.142055, -5.758874, 0.117932], [-7.782675, -3.305964, 2.004382], [-8.672255, -3.661904, 2.999302], [-4.315845, -1.566374, 0.508342], [-5.456605, -1.524534, 1.755082], [-5.992635, -1.369744, 0.085672], [-6.192805, -6.038874, -0.338808], [-7.629635, -4.881784, -0.307598], [-7.824175, -6.588804, -0.066598], [-9.565745, -3.569434, 2.381862], [-8.592555, -3.013924, 3.872152], [-8.607115, -4.700074, 3.324962]],
  "atomic_forces_ev_per_a": [[0.189, -1.086, -1.868], [0.178, -3.361, 0.113], [0.178, 2.725, 0.276], [0.395, -3.574, -2.175], [-2.850, 2.023, 1.732], [1.074, 0.178, -0.197], [0.571, 2.205, 1.480], [-0.051, -0.502, 0.020], [0.018, 0.951, 0.471], [0.466, 0.357, 0.066], [0.533, 0.653, -1.512], [-1.286, -1.562, -2.228], [0.702, 3.598, 0.378], [2.765, -2.072, 1.466], [-2.116, 0.255, -0.522], [-1.554, 0.925, 0.514], [2.198, -0.079, 2.488], [-1.361, -0.723, 0.066], [-0.172, -0.711, -0.223], [0.200, -0.282, -0.516], [2.986, -0.826, -1.515], [-2.692, 1.864, 0.980], [-0.548, -1.128, -0.755], [2.260, 0.685, 2.398], [-1.628, -1.862, -1.940], [-2.021, 2.707, -0.437], [0.848, -0.553, -0.048], [0.067, -0.019, 1.027], [-0.202, 0.899, -0.662], [0.777, -1.806, 1.140], [0.514, 0.417, -2.054], [0.128, 2.067, -0.608], [0.105, 0.126, -0.095], [1.294, -3.121, 1.157], [-0.784, 1.508, 0.487], [-1.226, -0.160, 0.037], [1.151, -0.263, -0.058], [-0.644, -0.907, 0.450], [-0.149, -0.095, -0.222], [-0.353, 0.358, 1.010], [0.976, -1.243, 1.646], [-1.172, -2.966, 0.836], [-1.175, -0.171, -0.530], [-2.149, 4.162, -0.161], [2.611, -4.849, -1.582], [-0.461, 2.854, 1.067], [0.648, 1.616, -1.268], [1.020, -0.744, -0.169], [-0.630, 0.785, -0.292], [0.280, 0.609, 0.468], [0.442, -1.528, -0.750], [3.715, -2.037, 1.747], [-1.141, 0.167, 1.999], [-0.932, 0.536, 0.500], [0.588, -0.100, -0.502], [-0.097, 0.045, 0.035], [-2.133, 1.285, -3.814], [0.270, 0.911, 0.266], [-0.246, 0.329, -0.113], [-0.226, 0.341, 0.564], [-0.819, 0.967, 0.487], [0.999, -2.367, 0.883], [-0.141, -2.382, -0.201], [-1.628, 3.426, 0.738], [2.019, 0.946, -0.904], [-1.141, -1.312, -0.680], [0.986, -1.942, 2.087], [-1.326, 0.473, -0.840], [0.718, 0.206, -0.283], [-0.125, 0.495, -0.642], [-0.794, -0.572, -0.775], [0.540, 0.430, 0.400], [0.499, 0.170, -0.168], [0.002, 0.404, -0.082], [-0.659, 0.309, 0.375], [0.791, 0.481, 0.309], [0.093, 0.210, -0.633], [1.093, 0.124, -0.065], [1.131, 0.291, 0.014], [0.678, -0.102, 0.971], [-2.122, -1.527, 1.919], [1.628, 0.118, -4.515], [-1.000, -0.131, 0.865], [-1.665, 2.814, 1.284], [1.078, -0.082, -0.220], [-0.297, -0.285, 0.058], [0.166, 0.288, 0.240], [-0.087, -0.036, -0.187], [-0.550, -0.371, -0.028], [0.373, -0.576, -0.331], [-0.039, -0.138, 0.723], [-0.209, -0.271, 0.022], [-0.476, -0.173, -0.566], [0.226, 0.112, -0.369], [0.934, -1.060, -0.002], [-1.649, 1.788, -1.703], [-0.763, -1.558, 0.012], [1.623, 3.056, 1.982], [-0.583, -0.949, -2.596], [1.841, -0.843, 1.449], [-0.781, -1.935, 1.381], [1.323, -0.666, 0.224], [0.113, -0.091, -0.167], [-0.242, 0.381, 0.134], [-1.012, -0.060, -0.080], [-0.090, 1.161, 1.002], [-0.073, 0.422, 0.141], [-0.190, -0.318, -0.756], [0.205, -0.084, -0.087], [0.031, -0.041, 0.172], [-0.640, 0.992, -1.344], [1.746, 0.200, 2.733], [-4.572, 0.683, -2.366], [-0.378, -1.433, -1.817], [0.791, -1.003, 0.242], [-0.862, 1.098, 1.915], [0.238, 0.793, -0.114], [3.374, 0.213, 0.839], [-1.663, -0.164, -0.135], [-0.443, -0.167, -1.077], [0.079, 0.498, -0.227], [1.047, 0.114, 0.280], [0.787, 0.320, -0.246], [0.451, -0.934, 0.498], [-0.824, -0.306, -0.324], [-0.375, -0.078, -0.286], [0.096, -0.044, -0.026], [0.487, 0.166, 0.050], [-0.151, -0.144, 0.326], [1.485, -0.911, -2.048], [2.356, 0.813, 1.708], [-0.687, -0.194, 1.410], [-2.220, 0.101, -0.288], [-0.519, 0.011, -0.765], [0.919, -0.049, -0.074], [-1.678, -0.489, -0.832], [0.064, 0.013, 0.397], [-0.229, 0.130, -0.262], [-0.042, -0.049, -0.057], [-0.216, 0.072, 0.190], [-0.104, 0.079, 0.135], [-0.109, -0.050, -0.063], [0.201, 0.055, 0.060], [-0.158, 0.448, 0.177], [1.041, 0.081, 0.249], [-0.576, 0.442, 0.769], [-0.611, -0.148, 0.913], [1.351, -1.269, 0.930], [-1.285, 0.174, -2.176], [0.377, 2.478, 1.020], [0.423, -0.391, -0.593], [2.857, 0.423, -1.453], [-1.719, -0.461, 0.143], [0.265, -1.115, -0.435], [-0.311, -0.163, 0.160], [-0.089, -0.382, -0.065], [-0.192, 0.369, -0.722], [0.358, 0.153, -0.117], [-0.062, -0.133, 0.698], [-0.924, 0.107, 1.233], [-0.233, 0.106, -0.164], [0.307, -0.066, -0.060]],
  "lowdin_charge": [-0.008, -0.276, 0.149, -0.515, 0.101, 0.036, 0.119, 0.125, 0.139, 0.166, -0.014, -0.321, 0.140, -0.602, 0.135, 0.081, 0.130, 0.131, 0.133, 0.149, -0.068, -0.320, 0.153, -0.558, 0.123, 0.096, 0.102, 0.105, 0.142, 0.144, -0.026, -0.326, 0.163, -0.522, 0.154, 0.046, 0.092, 0.137, 0.149, 0.169, -0.080, -0.347, 0.120, -0.387, 0.102, 0.034, 0.120, 0.138, 0.149, 0.174, -0.036, -0.426, 0.130, -0.521, 0.171, 0.091, 0.143, 0.135, 0.140, 0.154, -0.061, -0.221, 0.527, -0.268, -0.246, -0.137, -0.209, -0.133, 0.087, 0.075, 0.084, 0.089, 0.078, 0.086, 0.100, 0.085, 0.092, -0.041, -0.246, 0.586, -0.273, -0.241, -0.141, -0.249, -0.116, 0.065, 0.091, 0.094, 0.090, 0.091, 0.086, 0.097, 0.066, 0.080, -0.115, -0.235, 0.544, -0.260, -0.235, -0.125, -0.275, -0.067, 0.080, 0.076, 0.090, 0.055, 0.093, 0.092, 0.088, 0.086, 0.093, -0.167, -0.212, 0.523, -0.244, -0.249, -0.092, -0.217, -0.130, 0.090, 0.096, 0.088, 0.081, 0.087, 0.088, 0.093, 0.088, 0.083, -0.123, -0.216, 0.543, -0.221, -0.246, -0.090, -0.233, -0.117, 0.085, 0.076, 0.068, 0.074, 0.062, 0.091, 0.083, 0.087, 0.086, -0.070, -0.230, 0.492, -0.255, -0.234, -0.121, -0.241, -0.134, 0.080, 0.084, 0.066, 0.085, 0.085, 0.087, 0.097, 0.095, 0.091]
}